Below is a cluster of 15 separate species, C84H98Cl8N14 in total at a distorted geometry, with properties calculated with wB97M-V/def2-TZVPD.

The geometry in XYZ format:
```
204
Properties=species:S:1:pos:R:3:forces:R:3
C -4.88820 5.33818 23.27216 0.0 1.9 -0.2
N -4.37561 4.30533 22.41297 0.9 -1.6 -1.1
C -3.20741 3.72196 22.80445 -0.7 -2.3 -1.2
C -2.74761 2.56324 22.12441 -0.5 1.6 -0.2
C -3.48038 2.05666 21.01758 2.2 -0.2 1.3
C -4.61476 2.71249 20.67329 -1.2 0.2 -1.6
C -5.03781 3.85160 21.29156 0.4 1.1 2.0
C -2.98276 0.87353 20.21400 -0.7 1.0 1.2
C -1.69654 0.84387 19.74968 1.2 -3.2 -1.7
C -1.24458 -0.43962 19.20573 -1.0 3.4 0.4
N -2.11480 -1.43188 18.92418 0.6 1.2 1.6
C -3.38789 -1.39444 19.34358 0.1 2.3 0.8
C -3.80469 -0.21076 20.06359 -0.5 -3.2 -1.2
C -1.61114 -2.61166 18.28139 1.1 -1.2 -0.9
H -5.15904 4.90048 24.23297 -0.1 0.3 -0.2
H -5.67980 5.92415 22.80514 -0.6 -0.9 0.0
H -4.12768 6.11571 23.34413 0.5 -0.4 0.6
H -2.73060 4.02617 23.72451 0.1 0.6 0.1
H -1.75932 2.23104 22.40606 0.1 -0.4 -0.1
H -5.15107 2.33683 19.81443 -0.6 0.1 -0.2
H -5.87484 4.47381 21.01115 -0.3 -0.3 -0.1
H -1.07412 1.72558 19.71000 0.4 -0.3 0.5
H -0.19749 -0.56392 18.97222 0.1 -0.4 -0.3
H -3.91636 -2.30216 19.09227 -0.9 0.0 0.2
H -4.79422 -0.25002 20.49450 -0.2 0.2 -0.2
H -0.52263 -2.61904 18.33801 0.1 0.2 0.1
H -1.86751 -2.56753 17.22289 -0.3 -0.4 0.1
H -1.96029 -3.53323 18.74714 -0.5 0.0 -0.3
C -9.18537 -2.33633 29.39132 0.3 0.3 0.0
N -8.78069 -2.50705 27.96479 -0.6 -1.1 1.1
C -7.73910 -1.80531 27.51871 0.2 0.0 -0.1
C -7.49883 -1.74066 26.19813 0.0 -0.4 -2.7
C -8.32540 -2.39063 25.24125 -1.2 -0.2 -0.4
C -9.44715 -3.12375 25.73927 0.8 0.8 2.0
C -9.60242 -3.21006 27.13590 0.9 1.0 -1.0
C -8.17335 -2.34371 23.72805 -0.2 -1.3 0.1
C -8.38248 -3.57900 23.05570 0.1 0.4 -1.2
C -8.40305 -3.66179 21.64607 0.9 2.3 0.5
N -8.15681 -2.52580 20.93117 -0.1 1.0 2.9
C -7.89631 -1.31931 21.57517 -0.6 -1.3 0.2
C -7.92161 -1.20091 22.95565 0.0 -1.0 0.0
C -8.03045 -2.55259 19.50566 0.0 0.4 -1.1
H -9.84368 -1.46943 29.33462 -0.5 -0.5 0.6
H -8.36581 -2.05761 30.05370 0.4 0.1 -0.6
H -9.55068 -3.25969 29.84084 -0.6 0.2 -0.5
H -7.04536 -1.29983 28.17416 -0.5 -0.1 0.6
H -6.64883 -1.17821 25.84100 0.1 0.0 0.0
H -10.31018 -3.50900 25.21662 0.5 -0.2 -0.8
H -10.41325 -3.77532 27.57117 0.0 0.2 0.2
H -8.46692 -4.54579 23.52962 -0.2 0.2 0.5
H -8.55138 -4.55190 21.05268 0.0 -0.1 0.2
H -7.73829 -0.42137 20.99627 0.1 0.0 -0.9
H -7.74937 -0.22941 23.39489 -0.1 0.1 0.0
H -6.95493 -2.58033 19.33077 0.1 -0.6 -0.6
H -8.37263 -1.59908 19.10336 0.0 0.0 -0.1
H -8.61662 -3.37690 19.09943 0.5 0.0 -0.1
C -1.16595 -6.29434 28.24398 1.0 -0.7 -0.3
N -0.49878 -4.98195 27.83234 -2.3 -3.4 0.4
C 0.80870 -4.96606 27.53116 -0.2 -0.4 -0.2
C 1.28546 -3.82611 26.99900 1.1 1.8 -0.5
C 0.44471 -2.72094 26.77037 0.5 1.1 -0.4
C -0.91530 -2.86942 26.98365 -0.5 1.1 0.3
C -1.36137 -4.01030 27.52725 -0.4 -0.4 0.5
C 0.93750 -1.37519 26.37273 1.1 0.7 0.5
C 0.28153 -0.60250 25.40436 -1.0 -0.6 0.6
C 0.47922 0.73880 25.17120 0.6 -0.8 0.5
N 1.44464 1.38341 25.88629 -0.8 -2.6 0.4
C 2.25778 0.65274 26.67508 -0.4 -2.6 1.6
C 2.03637 -0.71517 27.00789 -0.9 0.9 -1.9
C 1.80446 2.72676 25.67431 0.5 2.1 -0.9
H -2.17869 -6.46932 27.88087 -0.2 1.2 0.2
H -1.08825 -6.49586 29.31236 0.0 0.4 -0.1
H -0.69874 -7.12811 27.71993 0.7 0.2 0.1
H 1.33369 -5.90335 27.64192 0.2 0.2 0.2
H 2.31130 -3.63948 26.71753 0.2 -0.7 0.2
H -1.61906 -2.05025 26.97354 0.1 0.2 -0.6
H -2.38959 -4.19978 27.79793 0.0 0.1 0.0
H -0.55299 -1.07793 24.91043 0.0 0.1 -0.4
H -0.10886 1.18412 24.38238 0.4 0.9 0.1
H 3.06920 1.09835 27.23136 -0.1 0.7 -0.4
H 2.71043 -1.24893 27.66145 0.0 0.3 0.2
H 2.50215 2.60471 24.84580 0.3 1.1 -0.1
H 2.22262 3.17147 26.57735 0.3 -0.3 -0.2
H 0.98210 3.38161 25.38623 -0.2 -0.4 -0.2
C -7.70919 7.78835 25.14515 0.5 -0.4 0.0
N -6.86762 6.97307 26.04052 0.1 0.6 1.5
C -7.34888 5.77460 26.54451 0.4 2.3 -2.3
C -6.64708 5.17604 27.50721 2.2 -1.5 1.8
C -5.45458 5.70951 28.02532 -0.1 2.1 0.0
C -4.99316 6.95241 27.46651 -0.5 -1.2 1.6
C -5.76137 7.59645 26.54573 -0.6 -1.8 -0.8
C -4.76790 5.12519 29.21679 2.1 -1.2 -0.3
C -5.12515 3.86719 29.79649 1.4 0.5 -0.5
C -4.18853 3.20374 30.58961 -0.7 1.3 0.6
N -3.01273 3.78076 30.95377 -1.1 -2.5 0.6
C -2.70750 4.99304 30.53527 0.9 0.4 -1.0
C -3.48733 5.64291 29.60998 -2.0 0.1 0.0
C -2.11101 2.98536 31.91016 -0.1 2.2 -0.7
H -7.84109 7.12639 24.28929 -1.1 0.1 -0.3
H -7.15568 8.68107 24.85398 0.0 -0.2 0.0
H -8.54857 8.07890 25.77692 -0.4 -0.1 -0.8
H -8.21471 5.32157 26.08462 -0.2 0.3 -0.4
H -6.90742 4.17822 27.82808 -0.5 0.1 0.1
H -4.15715 7.51964 27.84827 0.2 -0.4 -0.1
H -5.43707 8.54522 26.14437 -0.4 0.0 -0.2
H -6.01742 3.33451 29.50237 -0.1 0.1 0.2
H -4.42422 2.31066 31.14931 0.0 -0.3 -0.4
H -1.72244 5.36300 30.77854 0.0 0.1 0.2
H -3.16095 6.60697 29.24878 0.2 -0.2 -0.1
H -2.01738 1.92007 31.69924 -0.4 0.3 -0.3
H -2.49301 3.21610 32.90461 0.2 -0.3 0.0
H -1.18016 3.52138 31.72493 0.3 -0.6 0.6
C -2.07847 -3.08970 22.48536 1.2 -0.4 -0.1
N -0.90079 -3.90222 21.95183 0.8 -0.1 -0.6
C -1.15822 -5.11158 21.33653 -1.9 2.3 1.8
C -0.24181 -5.83022 20.68535 3.0 -0.7 -1.2
C 1.08830 -5.33400 20.60480 0.1 0.5 0.1
C 1.36233 -4.10027 21.24091 0.3 -1.1 0.3
C 0.40487 -3.42977 21.97625 -1.7 -0.5 -1.6
C 2.19734 -6.09047 19.86762 -0.1 0.6 1.4
C 3.50623 -6.24194 20.30763 1.4 -2.1 -1.3
C 4.31215 -7.24530 19.63679 0.4 2.5 2.0
N 3.92462 -8.03949 18.65309 -1.5 0.2 -0.4
C 2.66767 -7.87344 18.18125 -0.6 2.0 1.3
C 1.85554 -6.78310 18.75398 0.0 -3.3 -2.3
C 4.83377 -9.17802 18.27882 -0.7 0.1 0.5
H -2.69865 -3.78530 23.05071 -0.1 0.3 -0.1
H -2.66706 -2.60710 21.70514 0.0 -0.7 -0.4
H -1.66316 -2.26171 23.05986 0.1 -0.3 0.4
H -2.18236 -5.44347 21.42263 -0.4 0.1 -0.2
H -0.53211 -6.76424 20.22738 -0.2 0.0 -0.2
H 2.36627 -3.70325 21.21151 -0.1 0.3 -0.2
H 0.59388 -2.42295 22.31829 -0.2 0.0 0.4
H 3.92495 -5.70104 21.14339 0.1 -0.1 0.0
H 5.35174 -7.40663 19.88099 0.0 0.3 0.5
H 2.41367 -8.64933 17.47423 -0.8 0.5 -0.3
H 0.85345 -6.55740 18.42043 -0.5 -0.6 -0.9
H 4.63671 -9.62402 17.30395 -0.2 0.6 -0.1
H 4.58288 -9.94349 19.01314 0.5 -0.1 0.0
H 5.85335 -8.80115 18.35953 -0.1 -0.3 0.0
C 2.96521 0.03060 8.96235 0.0 -0.7 -1.7
N 3.28274 0.05361 10.38836 -0.9 0.7 0.4
C 4.25612 0.87727 10.85517 -0.8 0.0 2.2
C 4.25772 1.17760 12.23396 0.2 -1.1 -0.5
C 3.27639 0.64759 13.11497 1.0 1.3 -0.6
C 2.29902 -0.15827 12.60093 0.5 -0.6 -2.0
C 2.38590 -0.50953 11.21663 -1.0 1.0 2.5
C 3.13248 1.10308 14.52520 -0.8 1.5 0.3
C 2.22269 2.20640 14.79647 1.6 -2.6 -0.6
C 1.86923 2.40675 16.09993 -0.5 1.4 -1.2
N 2.36648 1.69517 17.09840 2.2 -0.4 2.1
C 3.38378 0.83391 16.87668 0.0 -0.1 -0.8
C 3.79767 0.51717 15.58708 -0.9 -0.1 0.1
C 2.24513 2.09283 18.59369 -0.7 -0.1 -1.4
H 3.55157 0.73160 8.36830 0.5 -0.2 0.5
H 1.94653 0.30929 8.69268 -0.2 0.0 0.9
H 3.09060 -0.98609 8.58989 0.3 0.1 -0.1
H 4.94060 1.33421 10.15583 0.0 -0.2 -0.1
H 5.06622 1.75862 12.65244 0.0 0.3 -0.2
H 1.46435 -0.43652 13.22725 -0.1 -0.5 -0.3
H 1.53192 -1.07776 10.87867 0.4 -0.2 -0.9
H 1.88440 2.80613 13.96444 -0.4 0.1 0.2
H 1.25464 3.27886 16.26752 -0.3 -0.2 0.8
H 3.94623 0.41437 17.69767 -0.6 -0.1 0.4
H 4.54800 -0.24900 15.45910 0.0 0.0 0.0
H 1.71139 3.04316 18.60323 0.3 0.0 0.2
H 3.27873 2.15070 18.93492 -0.4 0.2 0.3
H 1.66169 1.33528 19.11696 0.3 -0.1 0.0
C -7.59631 21.98685 34.59219 -0.5 0.2 -0.5
N -8.74461 22.80638 35.04901 -0.4 1.5 1.4
C -8.52855 24.08515 35.57440 -2.5 -1.7 -0.7
C -9.65758 24.71751 36.12536 0.0 0.0 -0.3
C -10.97276 24.21016 36.00530 2.3 -0.6 0.2
C -11.09295 22.92915 35.46360 -0.9 0.1 0.3
C -9.98493 22.22245 35.10472 2.0 0.6 -0.2
C -12.04430 24.95589 36.66946 -3.1 -0.2 1.0
C -12.08814 25.07889 38.09905 1.6 1.3 -1.7
C -13.04882 25.81739 38.74775 -2.3 -1.1 -2.2
N -14.16233 26.25162 37.98114 4.1 -0.9 -0.7
C -14.10882 26.19590 36.60077 -0.6 -0.3 2.4
C -13.19363 25.39671 35.95705 1.9 0.5 0.2
C -15.33090 26.75882 38.61781 -0.9 0.3 0.8
H -7.87254 21.58717 33.61645 0.2 0.0 0.0
H -7.46412 21.16420 35.29495 0.3 0.2 0.0
H -6.74395 22.65677 34.47900 0.1 -0.4 0.2
H -7.55513 24.53979 35.46414 0.1 -0.2 0.2
H -9.58753 25.64071 36.68140 0.6 0.2 -0.3
H -12.03456 22.40126 35.43067 -0.2 0.1 0.0
H -9.96616 21.15863 34.91945 -0.3 0.0 -0.4
H -11.18026 24.82448 38.62576 -0.2 -0.4 0.4
H -13.07274 25.80012 39.82734 -0.4 0.6 0.1
H -14.87786 26.81098 36.15733 -0.2 -0.4 -0.5
H -13.22904 25.28958 34.88296 -0.1 0.1 -0.1
H -16.14239 26.63767 37.90023 -0.2 0.3 0.4
H -15.18292 27.78511 38.95388 -0.2 0.0 -0.2
H -15.49525 26.12362 39.48821 -0.3 0.2 0.0
Cl -5.29182 -3.64544 16.89494 0.2 0.3 0.3
Cl -1.86690 4.86020 26.05561 -0.3 -0.2 0.3
Cl -1.90909 -6.15788 17.56931 0.8 0.1 0.7
Cl -4.83308 -4.40550 20.80873 0.1 0.5 0.7
Cl 2.19652 -1.92219 18.66648 0.0 0.3 0.0
Cl -8.43257 4.79824 23.07740 0.6 0.2 0.7
Cl 1.08278 2.07669 21.95733 -0.3 -0.3 0.3
Cl -7.14749 0.82350 18.66717 0.3 -0.1 0.8
```
Forces are in eV/Å.

Properties
charge: +6
E_LUMO: -10.2 eV
E: -209675.475 eV
HOMO-LUMO gap: 1.183 eV